1.
8
Properties=species:S:1:pos:R:3:mulliken_charge:R:1 method="wB97M-V/def2-TZVPD" e_lumo_ev="-0.605 / -0.851" largest_force_ev_per_a=6.075 total_energy_ha=-448.0164 homo_lumo_gap_ev="4.68 / 4.39" multiplicity=2
C -1.2239 0.1747 -0.4220 -0.132
C -0.1248 -0.6483 -0.4560 0.045
O 1.0247 -0.2604 0.1848 -0.624
O -1.1598 1.4258 -0.0150 -0.610
H -1.4721 -0.0390 -1.5533 0.163
Mg 2.3701 -1.3273 1.0767 0.047
Cs 0.8453 2.3933 1.8498 0.783
H -0.2595 -1.7188 -0.6650 0.329

=====

2.
20
Properties=species:S:1:pos:R:3:mulliken_charge:R:1 method="wB97M-V/def2-TZVPD" e_lumo_ev="-6.336 / -8.819" largest_force_ev_per_a=3.551 total_energy_ha=-687.9457 homo_lumo_gap_ev="7.27 / 4.77" charge=+1 multiplicity=2
C -0.0853 0.5629 -1.6592 -0.193
O -0.9707 0.8632 -2.7211 -0.501
C 0.6585 -0.7138 -2.0656 -0.402
N 1.8808 -0.8835 -1.2509 -0.524
H -0.6507 0.2952 -0.7449 -0.006
H 0.5653 1.4147 -1.4236 0.368
H -1.5362 1.5923 -2.4454 0.319
H -0.1255 -1.4715 -1.9135 0.263
H 0.8965 -0.7402 -3.1288 0.442
H 0.8849 0.0402 0.8864 0.279
H 2.3681 -1.6820 -1.6507 0.286
H 1.5466 -1.2054 -0.3505 0.049
C -0.4242 0.9963 2.4111 -1.289
C -1.0085 -0.4343 2.3342 -0.098
S 0.0793 -1.5234 1.4408 0.166
H -0.3376 1.3644 1.3797 0.364
H 0.5309 0.9431 2.9314 0.398
H -1.0030 1.7498 2.9627 0.335
H -1.9069 -0.3798 1.7039 0.339
H -1.3623 -0.7881 3.3042 0.405

=====

3.
138
Properties=species:S:1:pos:R:3:mulliken_charge:R:1 method="wB97M-V/def2-TZVPD" e_lumo_ev=-6.164 largest_force_ev_per_a=4.934 total_energy_ha=-7211.2433 homo_lumo_gap_ev=1.37
C 7.6361 -2.6239 -1.4509 -0.382
C 7.8442 -1.2377 -1.0653 -0.292
C 6.8169 -0.1334 -1.5952 0.735
O 6.1257 -0.3101 -2.6316 -0.504
O 6.6852 1.0691 -0.8557 -0.360
C 5.8839 0.8297 0.3745 -0.658
C 4.3398 0.7661 -0.0627 -1.058
C 3.6437 -0.6792 0.2306 0.962
C 2.5143 -0.8658 -0.8958 -0.980
C 1.1681 -1.5927 -0.3609 0.762
C -0.1894 -0.8314 -0.8604 -0.993
C -0.9093 -1.6350 -2.0914 0.116
C -1.3590 -3.0984 -1.6127 -1.473
C -1.8446 -3.2182 -0.0888 -0.138
C -0.7871 -4.0268 0.8552 -1.229
N -0.2522 -3.1887 1.9651 0.176
C -1.2152 -3.0255 3.0852 -0.446
C -1.0301 -1.6317 3.8923 0.507
C -2.2302 -0.9436 4.6415 -0.684
C -2.0733 0.4104 5.4233 -0.601
C -0.7186 1.1664 5.4621 -0.075
C 0.4803 0.5126 4.7437 -0.650
C 0.3312 -0.8660 3.9932 0.605
O 1.5411 -1.3728 3.4053 -0.526
O 0.3127 -1.9658 -2.8765 -0.413
C 0.7856 -0.9163 -3.7262 -0.201
O 1.8875 -0.7674 -4.2797 -0.568
C -0.5512 0.0305 -3.7979 -0.189
P -0.6034 0.4505 -5.6246 0.460
N 0.3845 1.7450 -5.8268 -0.662
C -1.7972 -0.7905 -3.1369 0.956
B -2.7002 0.1936 -2.1548 0.256
O -2.1420 1.4899 -1.7373 -0.659
N -4.0715 -0.0839 -1.6835 -0.061
C -4.3784 -1.5286 -1.4666 -0.255
C -4.3811 0.5934 -0.3706 -1.030
N -2.4627 -1.3448 -4.3110 1.219
C -3.7196 -0.7502 -4.7723 -0.820
C -2.0844 -2.6246 -4.8428 0.356
C -3.1905 -3.8197 -4.8308 -0.945
O -0.9772 -2.9373 -5.3873 -0.528
H 7.5945 -3.4783 -0.6960 0.272
H 7.4896 -2.8688 -2.5547 0.249
H 8.7544 -1.0083 -0.4208 0.352
H 6.0586 1.7608 1.0153 0.245
H 6.2450 -0.1200 0.9010 0.370
H 3.7952 1.6168 0.5198 0.527
H 4.3121 1.0226 -1.1973 0.389
H 4.4801 -1.4485 0.0465 0.131
H 3.2538 -0.6722 1.3016 -0.494
H 2.9229 -1.5280 -1.7511 0.155
H 2.3113 0.1594 -1.3608 0.186
H 1.1753 -1.4309 0.7853 -0.612
H 1.1419 -2.7105 -0.5714 0.247
H 0.1855 0.2127 -1.1961 0.698
H -0.8904 -0.6351 0.0177 0.501
H -2.1608 -3.5937 -2.2726 0.009
H -0.4315 -3.7821 -1.7163 0.792
H -2.1979 -2.2469 0.3931 0.024
H -2.7783 -3.9055 -0.0987 0.522
H -1.3445 -4.9183 1.3500 0.290
H 0.0823 -4.4735 0.2676 0.387
H 0.5339 -3.7355 2.3616 0.258
H -2.3083 -3.0281 2.7335 0.271
H -1.1367 -3.8547 3.8858 0.293
H -3.2703 -1.4144 4.6754 0.183
H -2.9572 0.8695 5.9814 0.365
H -0.5371 2.1674 5.9811 0.126
H 1.5041 1.0418 4.7515 0.343
H 2.0440 -0.5763 3.1084 0.072
H -0.1742 0.9667 -3.2639 0.598
H -1.9013 0.8985 -6.0911 0.175
H -0.0687 -0.5829 -6.4649 -0.401
H 1.1412 1.5010 -6.4815 0.227
H -1.8035 1.4200 -0.8177 0.400
H -3.9156 -2.2553 -2.2105 -0.322
H -4.1678 -1.7691 -0.3678 0.389
H -5.5247 -1.6453 -1.5862 0.267
H -4.4323 1.7255 -0.4780 0.259
H -3.6967 0.2284 0.4723 0.353
H -5.4444 0.2371 -0.0837 0.318
H -4.6485 -0.9229 -4.1319 0.192
H -3.6610 0.3928 -4.9579 0.221
H -3.9651 -1.1977 -5.8125 0.319
H -2.6615 -4.8158 -4.5897 0.322
H -3.9912 -3.5485 -4.0613 0.222
H -3.6357 -3.8448 -5.8811 0.343
Li -0.1695 -1.0315 -8.0451 0.644
Cl 4.5264 1.6378 2.3242 -0.356
Al -1.2987 3.4539 -5.1383 0.749
C -5.2023 -6.2881 7.0471 -1.044
C -4.1073 -5.3024 6.6741 -0.364
O -4.4170 -4.5151 5.5310 -0.353
C -5.5762 -3.6971 5.6236 -0.322
C -5.5133 -2.6798 6.7499 -1.061
H -5.4162 -6.9572 6.2079 0.285
H -4.8962 -6.8890 7.9075 0.392
H -6.1340 -5.7833 7.3081 0.265
H -3.2002 -5.8606 6.4302 0.309
H -3.8538 -4.6570 7.5205 0.325
H -6.4725 -4.3211 5.7054 0.376
H -5.6572 -3.1650 4.6705 0.259
H -5.4384 -3.1564 7.7288 0.301
H -6.4105 -2.0556 6.7483 0.404
H -4.6381 -2.0345 6.6330 0.252
Br 0.3507 -2.5588 -10.2670 -0.810
O 0.0627 5.9847 7.8544 -0.674
Cl -0.0086 4.6234 7.3716 1.593
O 1.0475 3.8375 7.9745 -0.619
O 0.1460 4.6116 5.9291 -0.640
O -1.2943 4.0516 7.7204 -0.632
O -6.7724 -2.3374 0.3444 -0.570
H -6.7156 -2.8968 1.1295 0.290
H -7.5203 -1.7545 0.5269 0.297
C 7.5742 6.7774 0.1259 -0.405
C 6.7230 5.9676 0.8713 -0.560
C 6.5318 4.6378 0.5086 -0.392
C 7.2003 4.1143 -0.5955 0.109
C 8.0545 4.9241 -1.3385 -0.567
C 8.2383 6.2563 -0.9809 -0.412
H 7.7204 7.8150 0.4071 0.362
H 6.2074 6.3734 1.7356 0.382
H 5.8626 4.0090 1.0867 0.426
H 7.0555 3.0750 -0.8766 0.480
H 8.5769 4.5162 -2.1980 0.378
H 8.9000 6.8883 -1.5636 0.356
C -2.0081 7.4638 -3.6863 -0.222
C -0.8874 8.0792 -4.4704 -0.294
O -1.3399 9.4058 -4.6885 -0.318
C -2.2414 9.6886 -3.7059 0.601
O -2.6908 10.7749 -3.4953 -0.489
O -2.5626 8.5705 -2.9949 -0.314
H -1.6582 6.7041 -2.9843 0.255
H -2.7787 7.0263 -4.3295 0.211
H 0.0492 8.1128 -3.9060 0.283
H -0.7113 7.5680 -5.4189 0.280
O 9.7732 -2.0794 -3.3676 -0.529
H 8.9577 -1.5841 -3.4534 0.318

=====

4.
97
Properties=species:S:1:pos:R:3:mulliken_charge:R:1 method="wB97M-V/def2-TZVPD" e_lumo_ev=0.400 largest_force_ev_per_a=1.947 total_energy_ha=-5130.6012 homo_lumo_gap_ev=8.92 smiles="COCCCCCCCCC[C@]1(P(C)C)OC(=O)O[C@@H]1Br.Fc1ccccc1.Fc1ccccc1.Fc1ccccc1.Fc1ccccc1"
C 4.9665 -3.4888 1.3734 -0.810
O 4.3320 -2.9338 0.2509 -0.419
C 4.1380 -1.5468 0.3308 -0.620
C 3.4136 -1.1077 1.5674 -0.783
C 2.7178 0.2018 1.3804 -1.045
C 1.4827 0.1017 0.4976 -0.851
C 0.4630 1.1038 0.9465 -0.646
C -0.5218 1.5296 -0.1124 -0.454
C -1.7421 2.0889 0.5927 -0.722
C -2.7860 1.0518 0.8866 -0.533
C -3.2712 0.2926 -0.3514 -1.413
C -2.9237 -1.1576 -0.4746 0.879
P -3.2345 -2.2843 1.0126 -0.113
C -1.6459 -2.2427 1.9260 -0.809
C -4.4615 -1.5019 2.1207 -1.058
O -1.5723 -1.5391 -0.7874 -0.125
C -1.7252 -2.8111 -1.3240 0.142
O -0.8740 -3.6272 -1.3809 -0.517
O -3.0275 -2.9853 -1.7189 -0.316
C -3.5241 -1.6778 -1.8025 -0.140
Br -2.5606 -0.9410 -3.4101 -0.160
H 4.2474 -3.9419 2.0232 0.264
H 5.6360 -4.2332 1.0081 0.306
H 5.5712 -2.7709 1.8840 0.359
H 5.0966 -1.0584 0.2887 0.354
H 3.5613 -1.2562 -0.5128 0.435
H 2.7385 -1.8801 1.8539 0.393
H 4.1301 -0.9975 2.3521 0.541
H 2.3936 0.5242 2.3465 0.564
H 3.3669 0.9591 0.9928 0.314
H 1.7905 0.2940 -0.5114 0.591
H 1.0792 -0.8871 0.5279 0.222
H -0.0792 0.6734 1.7619 0.369
H 0.9848 1.9675 1.3066 0.603
H -0.0916 2.3383 -0.6576 0.458
H -0.7705 0.7389 -0.7827 0.153
H -2.1292 2.9531 0.1030 0.586
H -1.3802 2.4313 1.5374 -0.375
H -2.4078 0.3814 1.6282 0.272
H -3.6396 1.5406 1.3030 0.525
H -4.3386 0.3202 -0.3409 0.603
H -2.9608 0.8469 -1.2133 0.532
H -1.0042 -2.9606 1.4810 0.351
H -1.8099 -2.4506 2.9542 0.509
H -1.1608 -1.3003 1.8038 -0.024
H -4.1729 -0.5381 2.4785 0.207
H -4.5504 -2.1492 2.9599 0.462
H -5.4079 -1.4684 1.6350 0.366
H -4.5627 -1.5360 -1.9476 0.651
F -0.3601 3.7533 3.7597 -0.355
C -1.5736 4.3025 4.0013 0.181
C -2.6974 3.5203 3.8638 0.136
C -3.9385 4.0804 4.1120 -0.886
C -4.0382 5.4125 4.4870 -0.536
C -2.8926 6.1832 4.6163 -0.348
C -1.6455 5.6260 4.3757 -0.522
H -2.5979 2.4862 3.5656 0.715
H -4.8294 3.4763 4.0128 0.410
H -5.0084 5.8490 4.6778 0.396
H -2.9680 7.2221 4.9040 0.377
H -0.7390 6.2072 4.4771 0.434
F -2.1301 1.8538 6.2491 -0.213
C -1.0231 1.6024 6.9838 0.437
C -1.0699 0.5920 7.9209 -0.570
C 0.0620 0.3255 8.6746 -0.396
C 1.2147 1.0730 8.4892 -0.527
C 1.2367 2.0871 7.5437 -0.575
C 0.1124 2.3556 6.7783 -0.068
H -1.9816 0.0258 8.0547 0.425
H 0.0426 -0.4678 9.4084 0.363
H 2.0947 0.8649 9.0813 0.382
H 2.1329 2.6737 7.3996 0.375
H 0.1147 3.1355 6.0317 0.353
F 1.1395 2.2655 -5.4013 -0.316
C 0.7738 1.3909 -6.3602 0.265
C -0.0671 0.3497 -6.0285 -0.122
C -0.4453 -0.5441 -7.0208 -0.373
C 0.0230 -0.3880 -8.3170 -0.425
C 0.8733 0.6629 -8.6240 -0.435
C 1.2517 1.5649 -7.6416 -0.494
H -0.4221 0.2526 -5.0076 0.228
H -1.1100 -1.3628 -6.7804 0.335
H -0.2737 -1.0874 -9.0863 0.460
H 1.2443 0.7828 -9.6319 0.385
H 1.9069 2.3963 -7.8621 0.431
F 3.5430 -4.8611 -9.5074 -0.323
C 3.4303 -4.2446 -8.3096 0.409
C 4.3050 -4.5803 -7.3002 -0.523
C 4.1884 -3.9418 -6.0754 -0.334
C 3.1992 -2.9895 -5.8747 -0.860
C 2.3281 -2.6706 -6.9042 0.420
C 2.4450 -3.2983 -8.1352 -0.608
H 5.0642 -5.3306 -7.4750 0.413
H 4.8697 -4.1867 -5.2752 0.385
H 3.1102 -2.4980 -4.9171 0.515
H 1.5513 -1.9303 -6.7649 0.104
H 1.7806 -3.0575 -8.9547 0.399

=====

5.
14
Properties=species:S:1:pos:R:3:mulliken_charge:R:1 method="wB97M-V/def2-TZVPD" e_lumo_ev=0.876 largest_force_ev_per_a=2.464 total_energy_ha=-1131.7138 homo_lumo_gap_ev=10.94 smiles="C/N=C/C(C)(Cl)Cl"
C -2.2144 -0.0928 -1.0982 -0.640
N -1.0765 -0.1650 -0.2090 -0.258
C 0.0375 0.1928 -0.6622 -0.398
C 1.3529 0.1253 0.2501 0.971
C 1.1946 -0.0716 1.7109 -1.450
Cl 2.2733 1.6337 -0.0625 -0.190
Cl 2.2062 -1.2953 -0.3926 -0.187
H -2.4966 -1.2014 -1.3590 0.229
H -1.8563 0.4278 -1.9797 0.282
H -3.1733 0.4547 -0.7452 0.242
H 0.3081 0.3570 -1.6992 0.264
H 0.2593 -0.5657 1.9291 0.346
H 1.2424 0.8682 2.2341 0.357
H 1.9429 -0.6676 2.0833 0.432

=====

6.
72
Properties=species:S:1:pos:R:3:mulliken_charge:R:1 method="wB97M-V/def2-TZVPD" e_lumo_ev="-7.402 / -6.999" largest_force_ev_per_a=3.251 total_energy_ha=-3558.8588 homo_lumo_gap_ev="5.04 / 5.44" charge=+2 multiplicity=2
Cr -0.2334 0.1360 -0.4954 -0.648
C 2.1318 -2.8995 -2.5070 -0.969
C 2.2816 -3.8456 -1.5001 -0.635
C 1.6227 -3.6495 -0.2997 -0.882
C 0.8664 -2.4922 -0.1336 0.643
N 0.7131 -1.5855 -1.1182 0.676
C 1.3171 -1.8015 -2.2826 -0.480
C 0.1995 -2.1129 1.1059 1.117
C -0.2246 -2.9870 2.0993 -1.153
C -0.9586 -2.4866 3.1667 -0.820
C -1.2617 -1.1340 3.2024 -1.023
C -0.7977 -0.3088 2.1832 0.496
N -0.0680 -0.7975 1.1648 0.645
C -1.0905 1.1079 2.0319 0.794
C -1.6511 1.9082 3.0237 -1.014
C -1.8649 3.2504 2.7625 -0.526
C -1.4648 3.7618 1.5375 -1.154
C -0.9140 2.9019 0.6007 -0.298
N -0.7527 1.6014 0.8225 1.033
H 2.6438 -3.0121 -3.4503 0.501
H 2.9084 -4.7111 -1.6489 0.470
H 1.7206 -4.3631 0.5014 0.479
H 1.1285 -1.0652 -3.0526 0.599
H -0.0192 -4.0410 2.0103 0.467
H -1.3039 -3.1445 3.9492 0.475
H -1.8789 -0.7288 3.9844 0.446
H -1.9111 1.4862 3.9794 0.437
H -2.3022 3.8913 3.5094 0.520
H -1.5784 4.8088 1.3081 0.590
H -0.5671 3.2659 -0.3512 0.486
O -3.6377 -0.4002 -2.1760 -0.759
Cl -2.3446 -0.6821 -1.7337 1.876
O -1.9204 -1.9885 -1.9798 -0.670
O -2.2774 -0.4381 -0.3103 -0.589
O -1.3922 0.2338 -2.3173 -0.625
S -2.9562 2.6272 -1.4883 -0.469
C -4.4501 2.6020 -0.6755 0.288
N -4.7027 3.5648 0.2132 -0.031
C -5.9569 3.6310 0.9429 -0.628
C -7.0620 3.0347 0.0754 -0.680
C -6.6635 1.6223 -0.3400 -0.674
N -5.3234 1.6366 -0.9020 0.056
H -4.0756 4.3526 0.2195 0.274
H -6.1632 4.6741 1.1772 0.404
H -5.8666 3.0673 1.8807 0.248
H -7.1942 3.6484 -0.8168 0.323
H -8.0044 3.0067 0.6182 0.361
H -7.3456 1.2393 -1.1020 0.386
H -6.6876 0.9468 0.5214 0.319
H -5.0607 0.9021 -1.5509 0.231
C 4.7662 0.6766 -1.5040 -0.600
C 4.1879 1.9974 -1.0000 -1.042
N 3.0780 2.4878 -1.8073 0.224
C 3.3944 3.5068 -2.8007 -0.699
C 3.7773 2.9189 -4.1580 -1.024
C 1.8508 1.9751 -1.7086 1.176
C 0.7812 2.4932 -2.6162 -1.597
N 1.5223 1.0427 -0.8459 0.450
H 5.5407 0.3498 -0.8166 0.386
H 5.2167 0.7907 -2.4851 0.295
H 3.9974 -0.0908 -1.5594 0.033
H 4.9667 2.7600 -1.0160 0.406
H 3.8646 1.8897 0.0401 0.520
H 4.2330 4.0938 -2.4239 0.396
H 2.5460 4.1828 -2.9115 0.389
H 4.7274 2.3959 -4.1038 0.328
H 3.8808 3.7288 -4.8741 0.387
H 3.0237 2.2272 -4.5266 0.256
H 0.5683 3.5422 -2.4190 0.520
H -0.1321 1.9173 -2.4885 -0.094
H 1.0874 2.4206 -3.6565 0.479
H 2.3002 0.7449 -0.2674 -0.100

=====

7.
16
Properties=species:S:1:pos:R:3:mulliken_charge:R:1 method="wB97M-V/def2-TZVPD" e_lumo_ev=0.818 largest_force_ev_per_a=5.669 total_energy_ha=-267.8370 homo_lumo_gap_ev=10.10 smiles="[H]/N=C/N.C=CC"
H 1.1169 0.5651 3.7911 0.230
N 1.8597 0.2495 3.2280 -0.645
C 1.4975 0.3347 1.9469 0.132
N 2.2770 -0.4022 0.9875 -0.445
H 0.5459 0.6361 1.4854 0.278
H 3.0248 -0.8838 1.3370 0.216
H 2.3115 -0.0097 -0.0215 0.233
C -1.0068 0.7829 -2.5714 -0.864
C -2.0640 0.3250 -1.8546 0.045
C -2.5282 -1.0831 -1.5679 -0.841
H -0.5452 1.7435 -2.7306 0.269
H -0.4640 0.1232 -3.1527 0.277
H -2.6538 1.1134 -1.4572 0.307
H -2.4072 -1.7635 -2.3983 0.320
H -1.7052 -1.4615 -0.9635 0.224
H -3.5720 -1.1511 -1.1160 0.264

=====

8.
27
Properties=species:S:1:pos:R:3:mulliken_charge:R:1 method="wB97M-V/def2-TZVPD" e_lumo_ev="-3.318 / -3.317" largest_force_ev_per_a=6.092 total_energy_ha=-511.5001 homo_lumo_gap_ev="8.86 / 8.86" charge=+1
C -1.7774 1.3191 1.2003 -0.154
C -0.6248 1.6854 0.3657 -0.366
C -0.1366 0.6894 -0.6766 -0.368
C 1.8580 -1.7169 -0.5305 -1.287
C 2.1742 0.3122 1.1030 -1.055
C 1.2735 -0.7699 0.5206 0.238
N -2.3480 0.2033 1.0590 -0.685
N -1.1984 -0.2536 -1.0688 -0.265
N 0.6990 1.1034 -1.7342 -0.558
N -2.7578 -1.6867 -0.1001 -0.610
N -1.7475 -0.6794 0.0530 0.900
H -2.1719 1.9913 1.9504 0.472
H -0.8025 2.6017 -0.3095 0.359
H -0.0261 2.2065 1.1728 0.351
H 2.5693 -2.4313 -0.0245 0.408
H 2.5734 -1.2083 -1.1159 0.379
H 1.1144 -2.3632 -1.1797 0.241
H 1.7290 1.3166 0.8081 0.236
H 3.2721 0.2341 0.7439 0.328
H 2.2506 0.1401 2.1883 0.307
H 0.5274 -1.2812 1.2048 0.556
H -1.9000 0.1991 -1.8374 0.391
H 0.5339 2.0341 -1.9571 0.275
H 1.6540 1.1112 -1.4150 0.273
H -2.2830 -2.4928 -0.5772 0.292
H -3.5158 -1.2471 -0.5000 0.268
H -0.9392 -1.0167 0.6567 0.073